# 1
The following is a quantum chemistry calculation of C47H40BrClLuN3O2PSSi as an isolated structure at a distorted geometry, from OMol25.

Calculated values
Total charge   +1
HOMO-LUMO gap   7.169 eV
Energy relative to the best compared isomer or geometry (same formula, charge and spin)   91.4 kJ/mol
Maximum force   1.530 eV Å⁻¹

CARTESIAN COORDINATES (ANGSTROEM)
Lu: 0.23 -0.04 0.07
Br: 7.83 -0.01 0.25
C: 7.15 -1.76 0.07
C: 7.54 -2.74 0.97
C: 6.98 -4.01 0.88
C: 5.99 -4.27 -0.07
C: 5.66 -3.30 -1.00
C: 6.25 -2.04 -0.94
N: 5.41 -5.59 -0.10
N: 4.18 -5.77 -0.18
C: 3.18 -4.70 -0.11
C: 2.10 -4.94 -0.92
C: 1.04 -4.02 -1.06
C: 1.05 -2.83 -0.41
O: 0.04 -1.94 -0.48
C: 2.20 -2.51 0.38
N: 2.30 -1.23 0.88
C: 3.29 -0.94 1.69
C: 4.17 -1.91 2.19
C: 4.09 -3.18 1.69
C: 3.19 -3.49 0.65
H: 8.29 -2.52 1.72
H: 7.27 -4.80 1.56
H: 4.94 -3.53 -1.78
H: 5.99 -1.28 -1.67
H: 2.10 -5.87 -1.47
H: 0.18 -4.27 -1.68
H: 3.38 0.10 1.99
H: 4.89 -1.65 2.96
H: 4.72 -3.96 2.11
Cl: 0.87 2.36 1.25
C: -0.02 2.53 2.77
C: -0.40 3.82 3.12
C: -0.98 4.01 4.36
C: -1.14 2.94 5.24
C: -0.78 1.66 4.85
C: -0.24 1.43 3.58
P: 0.15 -0.23 2.96
C: -1.42 -1.18 3.05
C: -2.61 -0.73 3.63
C: -3.76 -1.50 3.54
C: -3.75 -2.72 2.88
C: -2.58 -3.18 2.30
C: -1.42 -2.41 2.37
C: 1.19 -0.92 4.29
C: 1.03 -2.22 4.76
C: 1.90 -2.72 5.73
C: 2.93 -1.93 6.23
C: 3.09 -0.63 5.76
C: 2.24 -0.13 4.79
H: -0.24 4.64 2.44
H: -1.29 5.01 4.66
H: -1.55 3.11 6.23
H: -0.90 0.83 5.53
H: -2.64 0.22 4.14
H: -4.68 -1.14 4.00
H: -4.66 -3.31 2.81
H: -2.56 -4.13 1.78
H: -0.51 -2.78 1.92
H: 0.23 -2.84 4.39
H: 1.75 -3.73 6.12
H: 3.60 -2.33 6.99
H: 3.89 0.00 6.15
H: 2.37 0.88 4.43
C: 0.11 -0.90 -3.59
S: 1.68 -0.19 -3.16
C: 1.48 1.30 -4.09
O: 1.58 0.28 -1.69
H: 0.25 -1.46 -4.52
H: -0.65 -0.12 -3.71
H: -0.17 -1.58 -2.79
H: 1.24 1.03 -5.13
H: 2.43 1.85 -4.06
H: 0.68 1.87 -3.63
C: -4.81 -0.33 -4.12
C: -4.32 0.95 -4.36
C: -3.39 1.52 -3.49
C: -2.93 0.82 -2.36
C: -3.43 -0.47 -2.15
C: -4.37 -1.04 -3.01
Si: -1.67 1.56 -1.17
C: -2.62 2.47 0.20
C: -2.87 3.85 0.17
C: -3.53 4.50 1.22
C: -3.95 3.77 2.33
C: -3.72 2.40 2.38
C: -3.05 1.77 1.33
H: -5.53 -0.78 -4.80
H: -4.66 1.50 -5.23
H: -3.02 2.52 -3.69
H: -3.09 -1.05 -1.29
H: -4.75 -2.04 -2.81
H: -1.18 2.72 -1.97
H: -2.56 4.44 -0.70
H: -3.71 5.57 1.17
H: -4.46 4.27 3.15
H: -4.07 1.82 3.24
H: -2.89 0.70 1.39

***

# 2
The following is a quantum chemistry calculation of C47H40N3P2SiZn as an isolated structure, from OMol25.

Calculated values
Total charge   +1
HOMO-LUMO gap   6.990 eV
Energy relative to the best compared isomer or geometry (same formula, charge and spin)   0.0 kJ/mol
Maximum force   0.718 eV Å⁻¹

CARTESIAN COORDINATES (ANGSTROEM)
Zn: -0.04 -0.82 -0.01
C: 3.16 -2.78 0.35
Si: 2.30 -1.15 -0.04
C: 2.95 0.06 1.29
C: 4.30 0.42 1.28
C: 4.87 1.18 2.29
C: 4.09 1.59 3.36
C: 2.74 1.26 3.40
C: 2.17 0.51 2.37
P: 0.38 0.14 2.36
C: -0.42 1.60 3.12
C: -1.58 1.45 3.88
C: -2.29 2.57 4.29
C: -1.86 3.84 3.95
C: -0.70 4.00 3.20
C: 0.01 2.88 2.78
C: 0.12 -1.24 3.52
C: -1.05 -1.98 3.37
C: -1.32 -3.06 4.20
C: -0.39 -3.43 5.17
C: 0.79 -2.71 5.30
C: 1.05 -1.62 4.49
C: 2.96 -0.58 -1.73
C: 4.29 -0.84 -2.08
C: 4.82 -0.44 -3.30
C: 4.02 0.23 -4.22
C: 2.69 0.48 -3.90
C: 2.16 0.08 -2.68
P: 0.41 0.41 -2.29
C: 0.16 2.14 -2.81
C: 0.94 3.10 -2.17
C: 0.75 4.45 -2.43
C: -0.23 4.85 -3.34
C: -1.00 3.90 -3.98
C: -0.81 2.55 -3.72
C: -0.58 -0.62 -3.43
C: -1.97 -0.51 -3.36
C: -2.78 -1.33 -4.12
C: -2.22 -2.30 -4.94
C: -0.84 -2.42 -5.00
C: -0.02 -1.59 -4.25
H: 4.23 -2.64 0.51
H: 3.03 -3.50 -0.47
H: 2.74 -3.21 1.26
H: 4.93 0.11 0.45
H: 5.92 1.44 2.25
H: 4.52 2.17 4.16
H: 2.13 1.61 4.22
H: -1.93 0.47 4.16
H: -3.19 2.44 4.89
H: -2.41 4.71 4.29
H: -0.35 4.99 2.94
H: 0.91 3.01 2.19
H: -1.77 -1.70 2.61
H: -2.24 -3.62 4.08
H: -0.59 -4.28 5.81
H: 1.52 -3.00 6.05
H: 1.97 -1.07 4.60
H: 4.94 -1.37 -1.39
H: 5.85 -0.66 -3.54
H: 4.42 0.55 -5.17
H: 2.07 1.01 -4.62
H: 1.70 2.79 -1.46
H: 1.37 5.18 -1.94
H: -0.37 5.90 -3.54
H: -1.76 4.21 -4.69
H: -1.42 1.81 -4.24
H: -2.42 0.24 -2.71
H: -3.86 -1.22 -4.07
H: -2.85 -2.95 -5.53
H: -0.39 -3.18 -5.64
H: 1.06 -1.70 -4.31
N: -3.52 -1.17 0.02
C: -2.78 -2.33 -0.12
C: -3.51 -3.52 -0.17
C: -2.85 -4.71 -0.32
C: -1.46 -4.71 -0.42
C: -0.82 -3.51 -0.35
N: -1.45 -2.32 -0.20
C: -3.18 0.18 0.08
C: -4.23 1.11 0.14
C: -3.92 2.45 0.20
C: -2.58 2.84 0.20
C: -1.63 1.86 0.13
N: -1.91 0.54 0.07
H: -4.51 -1.33 0.06
H: -4.59 -3.49 -0.10
H: -3.41 -5.64 -0.37
H: -0.89 -5.63 -0.54
H: 0.26 -3.44 -0.41
H: -5.26 0.77 0.15
H: -4.71 3.18 0.26
H: -2.28 3.88 0.25
H: -0.57 2.11 0.12